1.
C22H17Cl5N3OReS as an isolated structure. Source: the OMol25 dataset; level of theory: the ωB97M-V functional and the def2-TZVPD basis.

2S+1: 4
LUMO (spin up / spin down): -9.79 / -11.88 eV
expectation value of S²: 3.791
gap between HOMO and LUMO (spin up / spin down): 7.19 / 5.67 eV
energy relative to the best compared isomer or geometry (same formula, charge and spin): 9.1 kcal per mole
net charge: +3
HOMO energy (spin up / spin down): -16.98 / -17.54 eV

Element x y z (Å)
1 Re 0.25349 0.75323 -0.06092
2 C -4.49571 0.77989 -2.46134
3 C -3.34712 1.34438 -1.68708
4 C -3.18399 1.05264 -0.33015
5 C -2.17118 1.65397 0.40812
6 C -1.24946 2.51968 -0.23141
7 C -1.43088 2.82027 -1.60629
8 C -2.45089 2.23167 -2.31206
9 H -5.22025 1.57612 -2.65098
10 H -5.00317 -0.01515 -1.92008
11 H -4.17082 0.40624 -3.43242
12 H -3.90327 0.41101 0.16403
13 H -2.12724 1.53336 1.48456
14 H -0.69635 3.23045 0.37831
15 H -0.77462 3.53575 -2.08643
16 H -2.59940 2.48220 -3.35502
17 C 3.25424 2.06808 4.02025
18 N 2.54890 0.79839 3.75636
19 C 2.79561 -0.40091 4.40449
20 C 1.94616 -1.31501 3.90789
21 N 1.17423 -0.66768 2.93283
22 C 1.57577 0.63087 2.86741
23 S 0.95538 1.87026 1.84159
24 C 0.06394 -1.27471 2.29907
25 C -0.57989 -2.30784 2.95840
26 C -1.57971 -3.01279 2.31351
27 C -1.92054 -2.66879 1.01112
28 C -1.28500 -1.59738 0.43822
29 N -0.31342 -0.87790 1.06553
30 H 4.01152 1.87197 4.77226
31 H 2.54373 2.80048 4.39484
32 H 3.72316 2.41501 3.10309
33 H 3.56151 -0.49376 5.15566
34 H 1.85076 -2.36398 4.12165
35 H -0.30999 -2.55292 3.97495
36 H -2.08443 -3.82234 2.82490
37 H -2.67698 -3.20353 0.45483
38 H -1.54108 -1.26066 -0.55823
39 Cl 4.33681 -2.11161 -5.16547
40 C 3.09020 -1.46310 -4.28742
41 C 3.29150 -1.21449 -2.86929
42 Cl 4.75669 -1.60273 -2.13677
43 C 2.26040 -0.66182 -2.17308
44 Cl 2.39788 -0.32670 -0.43978
45 C 1.01371 -0.32652 -2.75962
46 O 0.07548 0.21778 -2.07719
47 C 0.82421 -0.61091 -4.16057
48 Cl -0.67732 -0.22647 -4.82864
49 C 1.84566 -1.15800 -4.90741
50 Cl 1.64173 -1.46606 -6.55626

***

2.
C25H21IrN6PS3 as an isolated structure. Source: the OMol25 dataset; level of theory: the ωB97M-V functional and the def2-TZVPD basis.

LUMO (spin up / spin down): -5.11 / -4.99 eV
gap between HOMO and LUMO (spin up / spin down): 5.62 / 5.83 eV
net charge: +1
HOMO energy (spin up / spin down): -10.73 / -10.83 eV

Element x y z (Å)
1 Ir 0.42548 0.98232 0.52030
2 N 0.53316 -1.84146 -0.95537
3 P -0.35725 -1.32274 0.40014
4 C -0.00767 -2.71634 1.52427
5 C 1.32789 -2.86948 1.89319
6 C 1.70752 -3.94164 2.67606
7 C 0.75336 -4.84654 3.11674
8 C -0.57695 -4.68490 2.76558
9 C -0.96509 -3.61980 1.97042
10 C -2.06795 -1.62017 -0.10817
11 C -2.41715 -1.96107 -1.41039
12 C -3.73003 -2.28544 -1.70078
13 C -4.69307 -2.24453 -0.70537
14 C -4.35638 -1.85405 0.58275
15 C -3.04601 -1.53512 0.88269
16 C 1.55775 -1.15864 -1.54993
17 C 2.17800 -1.68231 -2.69389
18 C 3.20258 -0.97938 -3.28311
19 C 3.61025 0.22345 -2.70928
20 C 2.95461 0.66044 -1.58070
21 N 1.93835 0.00626 -1.01634
22 H 0.36469 -2.77632 -1.30818
23 H 2.05608 -2.14295 1.55342
24 H 2.74280 -4.07180 2.94932
25 H 1.04867 -5.67838 3.73672
26 H -1.31814 -5.39008 3.11078
27 H -2.00317 -3.50170 1.69528
28 H -1.67128 -1.97375 -2.19210
29 H -4.00695 -2.57004 -2.70442
30 H -5.71433 -2.50700 -0.93416
31 H -5.11190 -1.80774 1.35328
32 H -2.77185 -1.22932 1.88404
33 H 1.84608 -2.62724 -3.09439
34 H 3.68699 -1.36299 -4.16728
35 H 4.42114 0.79918 -3.12200
36 H 3.26095 1.56797 -1.08259
37 S 1.26893 2.22866 2.44250
38 C 0.03897 2.02932 3.62620
39 C 0.42442 2.31675 4.94910
40 N 0.76799 2.57752 6.01111
41 C -1.26039 1.64860 3.32935
42 S -1.84971 1.42569 1.74271
43 C -2.18488 1.38493 4.36131
44 N -2.94315 1.07277 5.16182
45 C -0.39277 4.68524 -3.51770
46 N 0.59810 4.66222 -2.47963
47 C 1.62270 5.55284 -2.29019
48 C 2.30410 5.17068 -1.18636
49 N 1.69201 4.03800 -0.70862
50 C 0.64466 3.73244 -1.50536
51 S -0.44010 2.44580 -1.38135
52 H -0.22481 5.54123 -4.16538
53 H -1.38827 4.74433 -3.07622
54 H -0.33793 3.76467 -4.10000
55 H 1.77619 6.38451 -2.94358
56 H 3.16667 5.59634 -0.72111
57 H 1.91609 3.56080 0.15482

***

3.
C2HBr2ClO as an isolated structure. Source: the OMol25 dataset; level of theory: the ωB97M-V functional and the def2-TZVPD basis.

LUMO: -0.35 eV
gap between HOMO and LUMO: 10.23 eV
energy relative to the best compared isomer or geometry (same formula, charge and spin): 15.6 kcal per mole
HOMO energy: -10.58 eV

Element x y z (Å)
1 C 0.21954 -0.43965 -0.80696
2 C -0.09497 0.39453 0.39581
3 O -0.46955 -0.50616 -1.76737
4 Cl 1.64809 -1.41915 -0.61209
5 Br -0.51394 -0.79203 1.87796
6 Br -1.58552 1.55951 0.00734
7 H 0.79634 1.20295 0.90532

***

4.
A 2-piece molecular cluster, C7H11F2NO2 overall. Source: the OMol25 dataset; level of theory: the ωB97M-V functional and the def2-TZVPD basis.

LUMO: 0.23 eV
gap between HOMO and LUMO: 7.65 eV
energy relative to the best compared isomer or geometry (same formula, charge and spin): 26.6 kcal per mole
HOMO energy: -7.42 eV

Element x y z (Å)
1 C -0.43412 1.57705 0.13097
2 C 2.92167 1.41620 0.73657
3 C -0.42663 -2.06096 -0.40883
4 C -0.72763 0.28784 -0.43882
5 C 3.40022 0.21573 0.47031
6 C -1.20693 0.29631 -1.91142
7 C -0.14968 -0.92589 1.58258
8 N -0.54945 -0.90626 0.18151
9 O -0.79809 2.59167 -0.66733
10 O 0.08159 1.84138 1.23374
11 F 4.53737 -0.16092 -0.06111
12 F 2.68326 -0.92288 0.66911
13 H 1.99254 1.64005 1.23040
14 H 3.50458 2.35520 0.59087
15 H -0.34786 -2.32822 -1.47863
16 H -0.22274 -2.84376 0.21501
17 H -1.43560 -0.64715 -2.40146
18 H -0.44277 0.70167 -2.50427
19 H -2.04982 0.87074 -2.11733
20 H 0.68240 -1.51606 1.74658
21 H 0.19234 -0.00630 1.85356
22 H -0.96888 -1.48604 2.05714
23 H -0.73137 3.33325 -0.10444

***

Listing E for the structures above in their given order: -105157.5631; -79834.4367; -156744.1512; -18454.0839 eV.
Listing max |F| for the structures above in their given order: 0.56; 2.76; 4.52; 3.31 eV/A.